No. 1
The following is a DFT calculation (ωB97M-V/def2-TZVPD) of a 2-piece molecular cluster, C14H22Br2NO3 overall.

Positions of all 42 atoms, in Å:
O1 -2.082 2.421 -5.476
C1 -0.889 2.225 -5.323
C2 -0.240 2.562 -4.046
C3 0.990 2.133 -3.816
Br1 1.834 2.472 -2.166
C4 1.755 1.361 -4.825
O2 2.830 0.874 -4.546
C5 1.169 1.185 -6.155
C6 -0.064 1.612 -6.394
Br2 -0.860 1.411 -8.075
H1 -0.810 3.121 -3.335
H2 1.753 0.701 -6.905
C7 1.134 0.809 3.396
C8 0.556 -0.582 3.241
N1 -0.886 -0.633 2.792
C9 -1.721 0.054 3.832
C10 -1.364 -2.068 2.793
C11 -0.708 -3.035 1.821
C12 -1.171 0.096 1.496
C13 -0.379 -0.261 0.252
O3 0.994 -0.019 0.436
C14 1.860 -0.862 -0.325
H3 0.636 1.384 4.177
H4 2.176 0.710 3.693
H5 1.115 1.377 2.470
H6 0.575 -1.101 4.200
H7 1.140 -1.164 2.539
H8 -1.518 -0.406 4.795
H9 -2.767 -0.070 3.568
H10 -1.474 1.108 3.853
H11 -2.437 -2.032 2.616
H12 -1.203 -2.413 3.813
H13 -1.154 -2.982 0.831
H14 -0.888 -4.048 2.178
H15 0.369 -2.911 1.737
H16 -1.020 1.150 1.717
H17 -2.231 -0.062 1.301
H18 -0.754 0.395 -0.545
H19 -0.568 -1.282 -0.074
H20 1.336 -1.378 -1.130
H21 2.318 -1.602 0.341
H22 2.649 -0.249 -0.753

Its total charge is +1. The molar mass comes out at 412.14 g/mol. As for the frontier orbital gap: 8.22 eV.



No. 2
The following is a DFT calculation (ωB97M-V/def2-TZVPD) of a 4-piece molecular cluster, C14H22Br2O9 overall.

Positions of all 47 atoms, in Å:
C1 1.356 -0.088 -1.744
C2 0.722 -0.058 -0.311
C3 -0.497 -0.872 -0.054
O1 -0.375 -1.338 1.288
C4 0.930 -1.278 1.584
O2 1.315 -1.698 2.600
O3 1.623 -0.759 0.561
H1 0.830 0.634 -2.369
H2 1.035 -1.030 -2.188
H3 2.435 0.069 -1.764
H4 0.622 0.900 0.199
H5 -0.749 -1.712 -0.702
H6 -1.341 -0.183 -0.027
C5 3.960 0.651 -7.596
C6 3.700 1.456 -6.278
C7 2.458 1.173 -5.498
O4 2.854 0.427 -4.362
C8 4.257 0.229 -4.495
O5 4.928 -0.455 -3.749
O6 4.666 1.014 -5.404
H7 4.901 0.844 -8.110
H8 3.167 1.029 -8.241
H9 3.650 -0.393 -7.558
H10 3.768 2.502 -6.579
H11 1.774 0.480 -5.988
H12 1.870 2.034 -5.178
C9 -1.764 1.620 3.367
C10 -2.634 2.725 3.790
C11 -3.979 2.070 4.270
O7 -3.687 1.834 5.644
C12 -2.719 2.685 6.049
O8 -2.522 2.963 7.259
O9 -2.132 3.186 4.997
H13 -0.738 1.927 3.168
H14 -2.209 1.119 2.506
H15 -1.810 0.889 4.174
H16 -2.554 3.501 3.028
H17 -4.381 1.288 3.627
H18 -4.670 2.908 4.175
Br1 -1.347 -6.028 2.255
C13 -1.589 -4.161 2.887
C14 -2.908 -3.907 3.648
Br2 -3.131 -2.063 4.264
H19 -1.566 -3.542 1.990
H20 -0.809 -3.939 3.615
H21 -3.174 -4.567 4.473
H22 -3.537 -4.085 2.776

Its total charge is 0. For the relative energy (zero: lowest compared OMol25 entry of this formula, charge and spin), the calculation gives 258.50 kJ/mol. The molar mass comes out at 494.13 g/mol. As for the frontier orbital gap: 10.44 eV. As for the structure (SMILES): C[C@H]1COC(=O)O1.C[C@H]1COC(=O)O1.C[C@H]1COC(=O)O1.BrCCBr.



No. 3
The following is a DFT calculation (ωB97M-V/def2-TZVPD) of C14H22BrF16GaN4O6P as an isolated structure.

Positions of all 65 atoms, in Å:
N1 -1.301 -1.102 0.238
C1 -0.010 -0.457 0.475
N2 0.975 -0.873 -0.549
N3 -0.288 0.965 0.299
C2 0.502 -0.830 1.872
Ga1 2.097 0.204 2.597
N4 3.574 0.426 1.412
C3 1.655 2.045 3.407
C4 0.282 2.162 3.868
O1 -0.303 1.619 4.732
Br1 -0.823 3.440 2.719
P1 2.901 -1.099 4.430
O2 4.004 -0.593 5.273
O3 3.329 -2.585 3.848
O4 1.631 -1.474 5.402
H1 -1.504 -1.084 -0.757
H2 -1.242 -2.071 0.529
H3 1.893 -0.957 -0.126
H4 0.722 -1.794 -0.883
H5 -1.164 1.181 0.755
H6 0.426 1.552 0.711
H7 0.791 -1.891 1.842
H8 -0.322 -0.734 2.589
H9 3.331 0.682 0.463
H10 4.163 -0.397 1.366
H11 1.923 2.823 2.702
H12 2.305 2.101 4.282
H13 2.599 -2.979 3.358
H14 0.878 -1.786 4.889
C5 6.109 1.230 -3.604
C6 6.252 2.454 -4.515
C7 6.106 3.843 -3.880
F1 4.873 4.016 -3.373
F2 6.306 4.777 -4.841
F3 5.451 2.353 -5.590
F4 7.554 2.424 -4.955
O5 4.857 0.589 -3.579
C8 3.885 0.943 -2.679
C9 2.577 1.358 -3.374
F5 2.838 2.336 -4.276
F6 1.726 1.837 -2.458
F7 4.306 1.903 -1.840
F8 3.605 -0.155 -1.946
H15 6.788 0.497 -4.037
H16 6.467 1.463 -2.600
H17 6.851 3.982 -3.093
H18 2.143 0.498 -3.888
C10 -6.591 -1.094 1.376
C11 -5.251 -1.260 0.648
C12 -5.138 -0.663 -0.760
F9 -6.045 -1.236 -1.586
F10 -3.907 -0.905 -1.244
F11 -4.888 -2.558 0.626
F12 -4.354 -0.567 1.398
O6 -7.488 -2.189 1.320
C13 -8.418 -2.332 0.345
C14 -8.246 -3.652 -0.428
F13 -7.023 -3.725 -0.981
F14 -9.169 -3.697 -1.418
F15 -8.466 -1.281 -0.490
F16 -9.638 -2.423 0.945
H19 -6.319 -1.020 2.427
H20 -7.074 -0.161 1.087
H21 -5.306 0.416 -0.730
H22 -8.396 -4.495 0.248

Its total charge is -1. For the relative energy (zero: lowest compared OMol25 entry of this formula, charge and spin), the calculation gives 0.00 kJ/mol. The molar mass comes out at 826.92 g/mol. As for the frontier orbital gap: 7.74 eV.



Repeat the first record exactly.
The following is a DFT calculation (ωB97M-V/def2-TZVPD) of a 2-piece molecular cluster, C14H22Br2NO3 overall.

Positions of all 42 atoms, in Å:
O1 -2.082 2.421 -5.476
C1 -0.889 2.225 -5.323
C2 -0.240 2.562 -4.046
C3 0.990 2.133 -3.816
Br1 1.834 2.472 -2.166
C4 1.755 1.361 -4.825
O2 2.830 0.874 -4.546
C5 1.169 1.185 -6.155
C6 -0.064 1.612 -6.394
Br2 -0.860 1.411 -8.075
H1 -0.810 3.121 -3.335
H2 1.753 0.701 -6.905
C7 1.134 0.809 3.396
C8 0.556 -0.582 3.241
N1 -0.886 -0.633 2.792
C9 -1.721 0.054 3.832
C10 -1.364 -2.068 2.793
C11 -0.708 -3.035 1.821
C12 -1.171 0.096 1.496
C13 -0.379 -0.261 0.252
O3 0.994 -0.019 0.436
C14 1.860 -0.862 -0.325
H3 0.636 1.384 4.177
H4 2.176 0.710 3.693
H5 1.115 1.377 2.470
H6 0.575 -1.101 4.200
H7 1.140 -1.164 2.539
H8 -1.518 -0.406 4.795
H9 -2.767 -0.070 3.568
H10 -1.474 1.108 3.853
H11 -2.437 -2.032 2.616
H12 -1.203 -2.413 3.813
H13 -1.154 -2.982 0.831
H14 -0.888 -4.048 2.178
H15 0.369 -2.911 1.737
H16 -1.020 1.150 1.717
H17 -2.231 -0.062 1.301
H18 -0.754 0.395 -0.545
H19 -0.568 -1.282 -0.074
H20 1.336 -1.378 -1.130
H21 2.318 -1.602 0.341
H22 2.649 -0.249 -0.753

Its total charge is +1. The molar mass comes out at 412.14 g/mol. As for the frontier orbital gap: 8.22 eV.



Q: What is the molar mass in the first record?
A: 412.14 g/mol



Q: What is the frontier orbital gap in the third record?
A: 7.74 eV



Q: Which value of total charge does entry 3 give?
A: -1